[1]
The following is a quantum chemistry calculation of a cluster of 5 separate species, C6H23NO6 in total at a distorted geometry, from the OMol25 dataset.

```
! RIJCOSX wB97M-V def2-TZVPD def2/J DEFGRID3
* xyz 0 1
C 2.015 -1.641 -2.087
O 0.688 -1.397 -1.774
C 0.524 -1.310 -0.366
C -0.827 -0.933 -0.017
N -0.916 0.513 -0.383
C -2.270 1.020 -0.361
C -2.280 2.447 -0.998
O -1.688 2.385 -2.223
C -1.632 3.607 -2.928
H 2.145 -1.629 -3.142
H 2.200 -2.588 -1.675
H 2.679 -0.871 -1.653
H 1.172 -0.577 0.014
H 0.847 -2.303 0.056
H -0.960 -0.961 1.095
H -1.615 -1.597 -0.439
H -0.496 0.649 -1.322
H -2.561 1.060 0.657
H -3.066 0.499 -0.884
H -1.922 3.254 -0.319
H -3.346 2.738 -1.088
H -2.629 3.998 -3.119
H -1.152 3.378 -3.885
H -1.026 4.326 -2.390
O 2.676 -2.681 2.076
H 3.459 -2.544 1.562
H 2.497 -1.749 2.430
O 1.579 -0.502 3.229
H 1.216 0.364 2.888
H 0.882 -1.031 3.565
O 0.129 -3.513 2.981
H 0.324 -4.386 3.400
H 0.955 -3.233 2.525
O 1.148 1.615 1.610
H 0.579 1.294 0.889
H 0.670 2.299 2.074
*
```

Values from the calculation:
E_LUMO: 0.650 eV
SMILES string: COCCNCCOC.O.O.O.O
Relative energy (zero: lowest compared OMol25 entry of this formula, charge and spin): 2.309 eV
E_HOMO: -9.4 eV
Kohn-Sham gap: 10.024 eV

Here are the Löwdin charges for atoms 1 to 6, given in e:
1. C -0.114
2. O -0.171
3. C -0.265
4. C -0.184
5. N -0.072
6. C -0.192


[2]
The following is a quantum chemistry calculation of a structure of composition C6H24B3ClNO7Si3 at a distorted geometry, from the OMol25 dataset.

```
! RIJCOSX wB97M-V def2-TZVPD def2/J DEFGRID3
* xyz -1 1
C -3.417 0.310 -0.844
B -2.318 1.161 -1.596
O -2.666 2.148 -2.516
Si -0.394 0.690 -1.165
O -0.333 0.642 0.528
Si 1.150 0.713 1.245
C 1.275 -0.729 2.415
C 0.098 -0.677 3.448
N -0.344 -1.975 3.935
O 1.203 2.195 2.031
B 2.342 2.527 2.737
O 2.870 3.809 2.552
O 2.976 1.696 3.632
B 0.764 2.128 -1.969
O 0.501 3.493 -1.743
O 1.841 1.860 -2.779
Si -0.073 -1.401 -2.142
C 1.169 -1.336 -3.575
C -1.705 -1.965 -2.944
C 0.369 -2.732 -0.883
H -2.960 -0.608 -0.457
H -4.238 0.003 -1.500
H -3.783 0.829 0.052
H -2.921 2.979 -2.101
H 2.233 0.611 0.230
H 1.159 -1.667 1.860
H 2.255 -0.785 2.901
H 0.349 -0.057 4.320
H -0.761 -0.215 2.958
H 0.459 -2.592 4.084
H -0.911 -2.407 3.217
H 2.137 4.418 2.698
H 2.329 1.266 4.206
H 0.690 3.673 -0.812
H 1.953 2.595 -3.400
H 0.902 -0.517 -4.246
H 2.200 -1.283 -3.225
H 1.012 -2.263 -4.142
H -2.418 -2.260 -2.173
H -2.111 -1.175 -3.587
H -1.509 -2.809 -3.615
H 1.444 -2.745 -0.668
H -0.157 -2.591 0.067
H 0.124 -3.735 -1.249
Cl -2.783 -1.223 4.218
*
```

Values from the calculation:
E_LUMO: 2.098 eV
E_HOMO: -3.0 eV
Kohn-Sham gap: 5.109 eV

Here are the Löwdin charges for atoms 1 to 6, given in e:
1. C -0.050
2. B -0.509
3. O 0.052
4. Si 0.605
5. O -0.313
6. Si 0.425


[3]
The following is a quantum chemistry calculation of a cluster of 7 separate species, C6H24ClN8O6 in total at a distorted geometry, from the OMol25 dataset.

```
! RIJCOSX wB97M-V def2-TZVPD def2/J DEFGRID3
* xyz -1 1
Cl -0.652 -0.347 0.103
C 3.003 -0.065 1.171
O 2.272 -1.113 1.796
H 4.063 -0.163 1.419
H 2.961 -0.168 0.084
H 2.661 0.898 1.556
H 1.366 -1.002 1.464
C 1.142 1.281 4.064
O -0.082 1.052 3.411
H 0.984 1.884 4.956
H 1.735 0.387 4.264
H 1.755 1.927 3.415
H 0.043 0.552 2.594
C -0.886 -4.823 0.371
O -1.881 -4.508 -0.273
N -0.718 -6.071 0.905
N 0.143 -3.971 0.609
H -1.241 -6.844 0.537
H 0.064 -6.322 1.477
H 1.015 -4.131 1.071
H -0.055 -2.985 0.481
C -3.398 1.723 -2.305
O -3.823 0.577 -2.386
N -2.264 2.017 -1.599
N -3.967 2.795 -2.938
H -2.026 2.979 -1.442
H -1.621 1.310 -1.264
H -3.702 3.718 -2.665
H -4.545 2.580 -3.727
C 0.937 -2.351 -3.194
O 1.530 -3.147 -3.927
N -0.409 -2.345 -3.023
N 1.576 -1.408 -2.423
H -0.850 -1.595 -2.519
H -0.952 -3.122 -3.345
H 1.085 -0.939 -1.686
H 2.549 -1.243 -2.597
C -0.238 4.125 0.836
O -1.448 4.106 1.032
N 0.517 2.990 0.737
N 0.465 5.280 0.561
H 1.499 2.939 0.579
H -0.030 2.145 0.885
H 1.404 5.230 0.229
H 0.020 6.166 0.706
*
```

Values from the calculation:
E_LUMO: 2.621 eV
E_HOMO: -6.2 eV
Kohn-Sham gap: 8.862 eV

Here are the Löwdin charges for atoms 1 to 6, given in e:
1. Cl -0.118
2. C -0.173
3. O -0.162
4. H 0.074
5. H 0.064
6. H 0.047


[4]
The following is a quantum chemistry calculation of a structure of composition C6H24F2N12O6Y at a distorted geometry, from the OMol25 dataset.

```
! RIJCOSX wB97M-V def2-TZVPD def2/J DEFGRID3
* xyz 1 1
Y -0.182 -0.527 0.343
F 0.568 -2.413 -0.701
F -0.734 -1.138 2.475
C 2.989 -1.379 2.318
O 2.018 -1.248 1.586
N 3.897 -0.484 2.313
N 3.346 -2.356 3.095
H 4.758 -0.816 2.723
H 3.863 0.100 1.489
H 2.959 -3.224 2.753
H 4.160 -2.286 3.689
C 2.628 0.189 -1.401
O 1.597 0.491 -0.855
N 3.440 1.098 -1.850
N 3.193 -0.962 -1.394
H 4.359 0.942 -2.237
H 3.124 2.027 -1.610
H 4.048 -1.079 -1.919
H 2.725 -1.689 -0.872
C -3.041 -2.589 -0.301
O -2.214 -1.757 0.081
N -2.986 -3.735 0.222
N -4.064 -2.480 -1.099
H -2.317 -3.722 0.979
H -3.413 -4.582 -0.123
H -4.386 -1.653 -1.581
H -4.683 -3.277 -1.146
C -2.883 1.591 0.138
O -1.907 1.022 0.595
N -2.899 2.870 -0.040
N -3.988 0.960 -0.093
H -3.669 3.336 -0.498
H -2.220 3.503 0.358
H -4.596 1.476 -0.713
H -4.017 -0.024 0.133
C 1.207 2.069 2.203
O 0.593 1.429 1.331
N 1.704 3.235 1.870
N 1.256 1.810 3.497
H 2.316 3.775 2.466
H 1.673 3.530 0.905
H 1.283 2.657 4.046
H 0.802 1.004 3.904
C -1.218 0.464 -2.922
O -1.035 -0.079 -1.837
N -0.407 1.161 -3.547
N -2.272 0.037 -3.590
H 0.384 1.420 -2.975
H -0.437 1.340 -4.541
H -3.009 -0.503 -3.160
H -2.313 0.466 -4.504
*
```

Values from the calculation:
E_LUMO: -1.998 eV
Relative energy (zero: lowest compared OMol25 entry of this formula, charge and spin): 3.283 eV
E_HOMO: -11.2 eV
Kohn-Sham gap: 9.185 eV

Here are the Löwdin charges for atoms 1 to 6, given in e:
1. Y 1.574
2. F -0.567
3. F -0.594
4. C -0.757
5. O -0.022
6. N 0.179


[5]
The following is a quantum chemistry calculation of a structure of composition C6H24F3HfN12O6 at a distorted geometry, from the OMol25 dataset.

```
! RIJCOSX wB97M-V def2-TZVPD def2/J DEFGRID3
* xyz 1 1
Hf 24.999 7.540 -4.705
F 23.742 6.236 -5.848
F 23.136 8.399 -3.889
F 26.431 5.933 -4.564
C 24.029 9.419 -7.408
O 24.309 9.171 -6.235
N 24.784 10.201 -8.242
N 22.795 9.107 -7.899
H 24.688 10.221 -9.238
H 25.468 10.780 -7.795
H 22.409 9.617 -8.669
H 22.228 8.519 -7.310
C 23.700 5.799 -1.948
O 24.112 5.958 -3.092
N 22.932 6.727 -1.306
N 24.014 4.679 -1.240
H 22.571 7.530 -1.793
H 22.707 6.587 -0.338
H 24.482 3.919 -1.699
H 23.659 4.516 -0.317
C 26.598 8.158 -1.539
O 26.193 7.691 -2.595
N 27.877 8.007 -1.093
N 25.715 8.707 -0.648
H 28.544 7.466 -1.603
H 28.061 8.329 -0.161
H 24.753 8.679 -0.930
H 26.045 9.177 0.173
C 27.919 9.414 -4.989
O 27.035 8.629 -5.272
N 28.086 10.606 -5.653
N 28.762 9.250 -3.937
H 28.962 11.087 -5.536
H 27.543 10.870 -6.451
H 28.951 8.363 -3.519
H 29.347 10.017 -3.655
C 24.964 11.050 -3.368
O 25.216 9.920 -3.768
N 23.939 11.272 -2.493
N 25.768 12.127 -3.656
H 23.365 10.456 -2.360
H 23.746 12.206 -2.190
H 25.402 13.020 -3.379
H 26.518 12.036 -4.314
C 26.122 6.537 -8.052
O 25.904 7.177 -7.027
N 25.366 5.452 -8.359
N 27.249 6.763 -8.792
H 25.656 4.724 -8.981
H 24.503 5.383 -7.838
H 27.596 6.114 -9.471
H 27.839 7.494 -8.445
*
```

Values from the calculation:
E_LUMO: -2.094 eV
Relative energy (zero: lowest compared OMol25 entry of this formula, charge and spin): 0.780 eV
E_HOMO: -11.8 eV
Kohn-Sham gap: 9.737 eV

Here are the Löwdin charges for atoms 1 to 6, given in e:
1. Hf 1.978
2. F -0.482
3. F -0.504
4. F -0.499
5. C -0.595
6. O -0.095


[6]
The following is a quantum chemistry calculation of a cluster of 6 separate species, C6H24N12O6 in total at a distorted geometry, from the OMol25 dataset.

```
! RIJCOSX wB97M-V def2-TZVPD def2/J DEFGRID3
* xyz 0 1
C 0.249 -3.200 3.014
O -0.334 -3.522 1.996
N -0.079 -3.639 4.267
N 1.350 -2.364 2.972
H 0.494 -3.288 5.011
H -0.937 -4.133 4.412
H 1.642 -1.985 2.078
H 1.646 -1.844 3.779
C 2.201 -1.200 -3.058
O 1.330 -1.993 -2.743
N 2.072 0.153 -2.867
N 3.410 -1.598 -3.566
H 2.846 0.722 -3.159
H 1.336 0.526 -2.283
H 3.571 -2.520 -3.922
H 4.138 -0.929 -3.743
C 0.982 3.804 2.198
O 0.667 4.922 2.578
N 0.268 2.686 2.550
N 2.069 3.589 1.392
H 0.482 1.817 2.096
H -0.596 2.864 3.025
H 2.466 4.449 1.058
H 2.235 2.708 0.909
C -6.495 0.338 -2.563
O -6.096 0.348 -3.710
N -5.670 0.408 -1.483
N -7.846 0.299 -2.272
H -6.015 0.425 -0.543
H -4.684 0.272 -1.655
H -8.130 0.449 -1.322
H -8.503 0.337 -3.024
C -1.322 0.312 -0.978
O -2.426 0.431 -1.486
N -0.964 -0.761 -0.232
N -0.379 1.312 -1.100
H -1.647 -1.419 0.092
H -0.035 -0.862 0.121
H -0.668 1.986 -1.786
H 0.555 1.187 -0.709
C 2.977 0.212 0.482
O 2.216 1.104 0.068
N 2.782 -1.136 0.303
N 4.158 0.551 1.065
H 3.567 -1.758 0.394
H 2.061 -1.397 -0.361
H 4.678 -0.183 1.511
H 4.382 1.520 1.195
*
```

Values from the calculation:
E_LUMO: -0.215 eV
SMILES string: NC(N)=O.NC(N)=O.NC(N)=O.NC(N)=O.NC(N)=O.NC(N)=O
Relative energy (zero: lowest compared OMol25 entry of this formula, charge and spin): 0.909 eV
E_HOMO: -9.2 eV
Kohn-Sham gap: 8.955 eV

Here are the Löwdin charges for atoms 1 to 6, given in e:
1. C -0.675
2. O 0.026
3. N 0.153
4. N 0.136
5. H 0.090
6. H 0.106


The highest Kohn-Sham gap belongs to which entry?
C6H23NO6


What is the E_HOMO in the fifth record?
-11.8 eV